An isolated ion of composition C4H12N2 and charge -1 at a distorted geometry. Source: the Open Molecules 2025 dataset; level of theory: ωB97M-V with the def2-TZVPD basis set.

Last columns: bonded neighbours and bond lengths (Å).
CARTESIAN COORDINATES (ANGSTROEM)
1 N -0.5786 -1.6557 1.0431  C2 1.476, H7 1.022, H8 1.017
2 C -0.5327 -0.1895 0.8809  N1 1.476, C3 1.505, C4 1.572, H9 1.102
3 C -0.1624 0.4302 2.2015  C2 1.505, H10 1.088, H11 1.092, H12 1.109
4 C 0.4328 0.4107 -0.2044  C2 1.572, N5 1.482, H13 1.105, H14 1.096
5 N 0.3346 -0.3317 -1.4835  C4 1.482, C6 1.460, H15 1.007
6 C 0.2771 0.5362 -2.6560  N5 1.460, H16 1.106, H17 1.083, H18 1.119
7 H 0.0834 -2.1028 0.4056  N1 1.022
8 H -0.1586 -1.9557 1.9199  N1 1.017
9 H -1.5577 0.0521 0.5557  C2 1.102
10 H -0.9555 0.1899 2.9068  C3 1.088
11 H 0.8338 0.1977 2.5835  C3 1.092
12 H 0.0949 1.5086 2.2257  C3 1.109
13 H 0.2167 1.4870 -0.3324  C4 1.105
14 H 1.4184 0.2567 0.2493  C4 1.096
15 H -0.4666 -0.9124 -1.2941  N5 1.007
16 H 1.0733 0.2826 -3.3800  C6 1.106
17 H 0.3268 1.6071 -2.5015  C6 1.083
18 H -0.6797 0.1889 -3.1203  C6 1.119

## Properties
Multiplicity = 2
Highest occupied orbital energy (spin up / spin down) = 0.055 / -0.193 hartree
ΔE to the lowest compared entry with this formula, charge and spin = 28.14 kcal per mole
Expectation value of S² = 0.75
Total charge = -1
Total energy = -7320.1013 eV
Frontier orbital gap (spin up / spin down) = 2.54 / 9.35 eV

Atom charges from the Mulliken analysis, given in e for atoms 1 to 8:
1. N -0.963
2. C 0.157
3. C -3.540
4. C -1.674
5. N 0.004
6. C -1.371
7. H 0.313
8. H 0.510


One molecule with the formula C4H12N2 at a distorted geometry. Source: the Open Molecules 2025 dataset; level of theory: ωB97M-V with the def2-TZVPD basis set.

Last columns: bonded neighbours and bond lengths (Å).
CARTESIAN COORDINATES (ANGSTROEM)
1 N -1.8704 -0.2317 1.9163  C2 1.469, H7 1.013, H8 1.005
2 C -1.7415 -0.8678 0.5985  N1 1.469, C3 1.552, H9 1.094, H10 1.096
3 C -0.2865 -1.3184 0.3003  C2 1.552, N4 1.475, H11 1.088, H12 1.092
4 N 0.7093 -0.2339 0.2161  C3 1.475, C5 1.422, H13 1.014
5 C 0.9404 0.2705 -1.0931  N4 1.422, C6 1.542, H14 1.106, H15 1.090
6 C 1.9091 1.4700 -1.0754  C5 1.542, H16 1.089, H17 1.094, H18 1.093
7 H -2.4693 0.5822 1.8482  N1 1.013
8 H -0.9645 0.0682 2.2315  N1 1.005
9 H -2.3345 -1.7838 0.5254  C2 1.094
10 H -2.0411 -0.2385 -0.2471  C2 1.096
11 H -0.2487 -1.8409 -0.6532  C3 1.088
12 H 0.0218 -2.0350 1.0638  C3 1.092
13 H 0.4988 0.4640 0.9203  N4 1.014
14 H 0.0583 0.7197 -1.5853  C5 1.106
15 H 1.3392 -0.4496 -1.8078  C5 1.090
16 H 1.9869 1.9944 -2.0262  C6 1.089
17 H 1.5417 2.1652 -0.3146  C6 1.094
18 H 2.9510 1.2654 -0.8178  C6 1.093

## Properties
Multiplicity = 1
Highest occupied orbital energy = -0.318 hartree
ΔE to the lowest compared entry with this formula, charge and spin = 19.19 kcal per mole
Structure (SMILES) = CCNCCN
Total charge = 0
Total energy = -7322.1968 eV
Frontier orbital gap = 9.77 eV

Atom charges from the Mulliken analysis, given in e for atoms 1 to 8:
1. N -0.581
2. C -0.291
3. C -0.901
4. N -0.249
5. C -0.148
6. C -1.262
7. H 0.249
8. H 0.243


> total energy of number 1 (C4H12N2)?

-7320.1013 eV


> The lowest multiplicity belongs to which entry?

number 2


> Which of these has the lowest ΔE to the lowest compared entry with this formula, charge and spin?

number 2


> The highest ΔE to the lowest compared entry with this formula, charge and spin belongs to which entry?

number 1